Below is a 6-piece molecular cluster, C17H34N2O16S overall in a non-equilibrium geometry, with properties calculated with the ωB97M-V functional and the def2-TZVPD basis.

Output
maximum force	12.167	eV/A
HOMO-LUMO gap	7.77	eV
energy relative to the best compared isomer or geometry (same formula, charge and spin)	89.5	kcal per mole
HOMO energy	-0.3030	Ha
charge	0
LUMO energy	-0.48	eV

Each atom is followed by the atoms it is bonded to, with distances in Å.
CARTESIAN COORDINATES (ANGSTROEM)
1 C 23.733 12.088 38.758  N2 1.458, H8 1.119, H9 1.110, H10 1.103
2 N 23.508 13.407 39.337  C1 1.458, C3 1.441, C4 1.560, C5 1.448
3 C 23.599 13.311 40.772  N2 1.441, H11 1.028, H12 1.149, H13 1.316
4 C 24.705 14.348 38.997  N2 1.560, H14 1.172, H15 1.183, H16 1.079
5 C 22.237 13.973 38.935  N2 1.448, C6 1.455, H17 1.208, H18 1.055
6 C 21.032 13.170 39.081  C5 1.455, O7 1.498, H19 1.156, H20 1.089
7 O 19.825 13.931 38.624  C6 1.498, H21 0.863
8 H 24.719 11.967 39.274  C1 1.119
9 H 23.838 12.021 37.655  C1 1.110
10 H 22.919 11.402 39.046  C1 1.103
11 H 24.504 12.991 41.141  C3 1.028
12 H 22.927 12.514 41.254  C3 1.149
13 H 23.198 14.321 41.515  C3 1.316
14 H 25.788 13.975 39.243  C4 1.172
15 H 24.717 15.402 39.533  C4 1.183
16 H 24.647 14.574 37.944  C4 1.079
17 H 22.415 14.242 37.771  C5 1.208
18 H 22.252 14.914 39.411  C5 1.055
19 H 20.768 12.925 40.179  C6 1.156
20 H 20.959 12.137 38.744  C6 1.089
21 H 19.625 14.606 39.123  O7 0.863
22 N 24.044 17.047 36.813  O23 1.221, O24 1.287, O25 1.226
23 O 24.750 16.808 35.846  N22 1.221
24 O 22.886 16.492 36.897  N22 1.287
25 O 24.654 17.445 37.799  N22 1.226
26 O 21.398 8.160 32.881  S27 1.342
27 S 20.640 9.214 33.219  O26 1.342, O28 1.463, O29 1.707, C32 1.755
28 O 19.241 9.172 32.792  S27 1.463
29 O 20.609 9.110 34.923  S27 1.707, C30 1.496
30 C 20.214 10.357 35.649  O29 1.496, C31 1.567, H33 1.032, H34 1.073
31 C 19.974 9.754 37.075  C30 1.567, H35 1.125, H36 1.115, H37 0.955
32 C 21.420 10.666 32.617  S27 1.755, H38 0.933, H39 1.196, H40 1.044
33 H 19.355 10.668 35.170  C30 1.032
34 H 20.973 11.115 35.686  C30 1.073
35 H 20.881 9.247 37.506  C31 1.125
36 H 19.008 9.207 37.174  C31 1.115
37 H 19.883 10.470 37.700  C31 0.955
38 H 21.541 10.625 31.693  C32 0.933
39 H 22.550 10.683 33.007  C32 1.196
40 H 20.815 11.471 32.893  C32 1.044
41 C 26.482 7.986 39.734  C42 1.549, O46 1.429, H47 1.115, H48 1.140
42 C 25.750 6.661 39.404  C41 1.549, O43 1.436, H49 1.067, H50 1.078
43 O 24.533 7.203 38.867  C42 1.436, C44 1.313
44 C 24.685 8.462 38.526  O43 1.313, O45 1.255, O46 1.271
45 O 23.786 9.167 38.007  C44 1.255
46 O 25.835 8.898 38.845  C41 1.429, C44 1.271
47 H 27.548 8.142 39.445  C41 1.115
48 H 26.444 8.428 40.784  C41 1.140
49 H 25.783 6.015 40.252  C42 1.067
50 H 26.056 6.121 38.523  C42 1.078
51 C 22.095 15.557 33.906  C52 1.539, O56 1.398, H57 1.197, H58 1.179
52 C 22.669 14.210 34.379  C51 1.539, O53 1.368, H59 1.178, H60 0.891
53 O 22.637 13.472 33.228  C52 1.368, C54 1.243
54 C 22.069 14.113 32.327  O53 1.243, O55 1.304, O56 1.270
55 O 21.905 13.631 31.126  C54 1.304
56 O 21.808 15.335 32.556  C51 1.398, C54 1.270
57 H 22.945 16.395 33.993  C51 1.197
58 H 21.157 16.028 34.443  C51 1.179
59 H 22.082 13.879 35.345  C52 1.178
60 H 23.488 14.248 34.728  C52 0.891
61 C 27.839 15.415 36.527  C62 1.631, O66 1.393, H67 0.960, H68 1.055
62 C 28.204 15.195 34.953  C61 1.631, O63 1.423, H69 1.219, H70 1.068
63 O 27.555 13.994 34.553  C62 1.423, C64 1.276
64 C 26.742 13.745 35.505  O63 1.276, O65 1.253, O66 1.355
65 O 25.871 12.845 35.460  C64 1.253
66 O 26.779 14.516 36.619  C61 1.393, C64 1.355
67 H 27.573 16.316 36.724  C61 0.960
68 H 28.770 15.178 36.964  C61 1.055
69 H 29.418 15.141 34.854  C62 1.219
70 H 27.739 15.897 34.296  C62 1.068

Atom charges from the Mulliken analysis, given in e for atoms 1 to 6: -0.989 0.652 -1.043 -0.672 0.104 -0.177